Entry 1:
Entry from the OMol25 dataset: a 2-piece molecular cluster, C3H8NO overall (ωB97M-V with the def2-TZVPD basis set).

<S²>: 0.76
M: 74.1 g mol⁻¹
Multiplicity: 2
LUMO (alpha / beta): -10.30 / -12.26 eV
Total energy: -248.2190 Eh
HOMO-LUMO gap (alpha / beta): 10.312 / 8.791 eV
Total charge: +2

CARTESIAN COORDINATES (ANGSTROEM)
1 O -0.498 -0.216 0.252
2 H -3.524 0.637 -0.314
3 H 1.516 1.276 -0.488
4 C -2.984 -0.162 0.231
5 H 2.387 -0.591 -1.836
6 H -1.527 1.248 1.056
7 H -3.207 -1.141 -0.201
8 N 2.096 0.509 -0.131
9 H 1.822 0.278 0.831
10 C 2.771 -0.324 -0.852
11 H 3.853 -0.523 -0.746
12 H -0.886 -1.070 -0.059
13 C -1.717 0.213 0.716

Entry 2:
Entry from the OMol25 dataset: an isolated ion of composition C3H8NO2 and charge -1 (ωB97M-V with the def2-TZVPD basis set).

M: 90.1 g mol⁻¹
Multiplicity: 1
LUMO: 4.17 eV
Total energy: -324.3107 Eh
HOMO-LUMO gap: 6.663 eV
Total charge: -1

CARTESIAN COORDINATES (ANGSTROEM)
1 C -0.456 0.571 1.086
2 N -0.159 0.677 -1.386
3 H 0.032 0.361 2.030
4 H 0.678 0.674 -1.965
5 H -1.287 1.993 0.193
6 H -0.660 -0.097 -1.835
7 H -0.444 -1.681 -0.608
8 H 1.437 -1.662 -0.642
9 C 0.498 -1.425 -0.020
10 C 0.412 0.175 -0.077
11 O 0.717 -1.900 1.199
12 H 1.431 0.530 -0.131
13 H -1.293 -0.159 1.083
14 O -0.905 1.942 1.074

Entry 3:
Entry from the OMol25 dataset: an isolated ion of composition C3H8NO2 and charge +1 (ωB97M-V with the def2-TZVPD basis set).

M: 90.1 g mol⁻¹
Multiplicity: 1
LUMO: -3.47 eV
Total energy: -323.9916 Eh
HOMO-LUMO gap: 11.962 eV
Total charge: +1

CARTESIAN COORDINATES (ANGSTROEM)
1 H -0.371 -1.641 1.288
2 O -1.163 1.435 -0.040
3 H -2.038 -0.801 1.056
4 C 1.161 0.724 0.033
5 C -1.003 -0.897 0.738
6 H 2.380 -0.733 0.615
7 C -0.500 0.360 0.126
8 H 1.201 1.181 -0.970
9 O 2.278 -0.196 -0.123
10 H -0.623 2.140 -0.484
11 N -0.933 -0.911 -0.682
12 H 1.410 1.430 0.903
13 H -1.824 -0.888 -1.339
14 H 0.025 -1.204 -1.119

Entry 4:
Entry from the OMol25 dataset: an isolated ion of composition C3H8NO2 and charge +1 (ωB97M-V with the def2-TZVPD basis set).

M: 90.1 g mol⁻¹
Multiplicity: 1
LUMO (alpha / beta): -4.02 / -4.02 eV
Total energy: -323.9691 Eh
HOMO-LUMO gap (alpha / beta): 8.374 / 8.377 eV
Total charge: +1

CARTESIAN COORDINATES (ANGSTROEM)
1 C 0.296 0.841 -0.771
2 O -0.298 1.988 -0.982
3 H 0.819 -0.389 1.345
4 H -1.668 0.155 0.360
5 H 0.445 -1.202 -1.486
6 N -0.072 -0.987 1.304
7 H 2.001 0.166 -0.513
8 C -0.964 -0.666 0.208
9 H -0.371 2.679 -0.289
10 H 0.238 -1.949 1.342
11 O 1.458 0.794 0.009
12 H -1.085 -0.270 -1.757
13 H -0.494 -0.755 2.290
14 C -0.306 -0.405 -1.060